80
Properties=species:S:1:pos:R:3:mulliken_charge:R:1 method="wB97M-V/def2-TZVPD" gap_ev="7.43 / 6.89" e_homo_ev="-13.8 / -13.8" s_squared=20.013 spin_multiplicity=9 charge=+2 energy_ha=-4699.36092 e_lumo_ev="-6.40 / -6.93" de_lowest_kj_mol=114.0
Fe -3.52810 0.64925 -1.13106 0.800
Fe -0.80624 -1.45760 3.27392 0.688
N -0.53641 0.08794 0.25795 0.321
O -1.65186 0.31597 -0.25129 0.413
O -0.47252 -0.53688 1.33114 0.031
O 0.49348 0.46221 -0.27724 -0.410
N -4.08300 1.44094 2.04848 0.742
O -4.02975 1.32856 0.78097 -0.669
O -5.15955 1.36541 2.62119 -0.505
O -3.00670 1.54516 2.66164 -0.447
C -1.38817 -3.04587 -3.36766 -0.428
C -1.29100 -3.16840 -1.85309 -0.028
O 0.08735 -3.23891 -1.49750 -0.499
O -0.95433 -1.76247 -3.79620 -0.486
H -2.38726 -3.27601 -3.75530 0.375
H -0.67732 -3.71232 -3.86561 0.301
H -1.75785 -4.06260 -1.44088 0.385
H -1.71392 -2.29510 -1.33107 -0.176
H 0.44596 -2.42007 -1.87108 0.268
H -0.73013 -1.70152 -4.72813 0.237
C -2.80580 -0.06775 4.62102 -0.369
C -2.90204 -1.40804 5.27250 -0.601
O -1.64919 -2.12528 5.12977 -0.470
O -2.28254 -0.08139 3.29509 -0.599
H -2.15255 0.58048 5.21693 0.244
H -3.78577 0.37964 4.81547 0.417
H -3.64794 -2.06972 4.81903 0.308
H -3.14289 -1.29398 6.32926 0.468
H -1.56710 -2.67277 5.91941 0.348
H -2.48535 0.78315 2.84566 0.493
C -0.51789 3.46996 0.33693 0.691
C -0.68363 3.71963 1.81854 -0.759
O -0.15954 2.61659 2.59031 -0.385
O -0.73727 4.69494 -0.31418 -0.599
H -1.23268 2.67877 0.06600 -0.527
H 0.46519 3.06106 0.08149 0.240
H -1.74600 3.79198 2.05872 0.254
H -0.20138 4.67526 2.03318 0.448
H -0.16577 2.95581 3.49186 0.283
H -0.38521 4.69471 -1.20613 0.319
C 2.01868 -2.23464 3.22911 0.020
C 1.74039 -1.03446 4.10607 -0.569
O 0.72897 -0.12451 3.69819 -0.158
O 0.72445 -2.94677 3.13255 -0.457
H 2.71404 -2.82882 3.81833 0.474
H 2.34896 -1.97830 2.22342 -0.044
H 2.65854 -0.47562 4.30790 0.519
H 1.51290 -1.34293 5.13435 0.376
H 1.02313 0.78791 3.60353 0.239
H 0.81447 -3.85932 2.83580 0.270
C 2.82330 1.10432 -5.05556 -0.181
C 3.71266 1.14805 -3.84696 -0.287
O 3.21859 1.67512 -2.65270 -0.469
O 2.43408 2.40082 -5.48568 -0.508
H 1.93623 0.45273 -4.97028 -0.011
H 3.25974 0.58767 -5.91217 0.378
H 4.50427 1.81116 -4.21007 0.266
H 4.23211 0.20483 -3.64241 0.243
H 2.66371 1.07838 -2.14353 0.280
H 1.93742 2.86676 -4.80849 0.291
C -2.01038 1.67151 -3.52997 -0.296
C -3.01858 2.77401 -3.21467 -0.523
O -3.39759 2.67794 -1.82559 -0.305
O -2.33888 0.44188 -2.87648 -0.569
H -1.00765 1.98229 -3.23052 0.238
H -2.05068 1.53654 -4.61205 0.457
H -3.92719 2.67434 -3.81332 0.369
H -2.60895 3.76719 -3.39385 0.368
H -3.82368 3.50619 -1.56904 0.282
H -1.94050 -0.26740 -3.42879 0.275
C 3.90332 -2.15322 -0.94347 -0.018
C 5.11692 -2.99199 -0.47188 -0.426
O 6.14622 -2.11421 -0.07076 -0.535
O 3.32753 -1.38746 0.13841 -0.482
H 3.12589 -2.88454 -1.19680 0.238
H 4.01726 -1.49452 -1.80331 0.074
H 5.41145 -3.67470 -1.27021 0.340
H 4.89951 -3.63907 0.38692 0.230
H 5.72545 -1.32786 0.28954 0.334
H 2.37662 -1.29002 0.04440 0.156